A gas-phase ion, C2H6N (charge +1), computed with ωB97M-V/def2-TZVPD.

Positions of all 9 atoms, in Å:
1 C 0.48499 1.26661 0.38384
2 C -0.42088 0.27575 0.43842
3 N -0.26773 -0.99133 -0.50084
4 H 0.61318 2.03996 1.02639
5 H 1.34815 1.11637 -0.13441
6 H -1.28441 0.04278 1.03587
7 H 0.31183 -0.70165 -1.48212
8 H 0.39476 -1.66947 -0.00457
9 H -1.17989 -1.37902 -0.76259

Its HOMO-LUMO gap is 11.8 eV. The SMILES is C=C[NH3+]. As for the net charge: +1. The energy above the lowest of the compared OMol25 structures with the same formula, charge and spin comes out at 107.93 kJ/mol. Its highest occupied orbital energy is -16.00 eV.

Want to see where the charge sits? The natural (NBO) charges in e are: atom 1 (C): -0.306, atom 2 (C): -0.033, atom 3 (N): -0.755, atom 4 (H): 0.250, atom 5 (H): 0.209, atom 6 (H): 0.238, atom 7 (H): 0.474, atom 8 (H): 0.465, atom 9 (H): 0.458